No. 1
This record from the OMol25 dataset describes a structure of composition C33H37N5OSTeTi. The level of theory is ωB97M-V/def2-TZVPD.

Expectation value of S² = 0.75
Orbital gap (spin up / spin down) = 6.61 / 6.66 eV
2S+1 = 2
Charge = +3

Structure (XYZ):
```
79
Properties=species:S:1:pos:R:3:forces:R:3:lowdin_spin:R:1
C -6.072284 -2.546384 0.330067 -0.01 0.01 -0.02 0.000
C -4.612123 2.262453 1.353712 -0.02 0.03 -0.01 0.000
C -6.266841 4.353850 2.131322 0.01 0.00 0.00 0.000
Ti 0.045366 -0.005059 0.531443 0.18 0.08 0.00 0.947
C -1.066697 0.769904 2.545157 -0.14 0.29 -0.02 0.008
H -6.980793 2.999978 3.623209 0.00 0.00 0.00 0.000
H -2.608633 2.982180 2.757281 -0.01 0.01 0.01 0.000
C 1.787264 2.129943 -1.083973 0.01 0.04 -0.07 0.002
H -6.063672 0.993018 4.183652 -0.01 0.00 0.00 0.000
C -2.840936 -1.727390 3.037929 0.03 -0.01 0.03 0.000
C -4.314373 -1.082617 1.032910 0.04 -0.03 0.01 0.001
H -1.848745 -1.661721 2.592524 0.03 -0.02 -0.04 0.000
C -5.882998 -0.362260 -0.864053 -0.02 0.00 0.00 0.000
H -4.588209 0.386725 3.451157 -0.03 0.04 0.00 0.000
C -3.573453 3.742497 -0.472206 0.00 0.00 0.01 0.000
H -7.831003 5.747512 1.710049 0.00 0.00 0.00 0.000
O -0.007456 0.040269 2.531911 -0.01 -0.07 -0.04 0.007
S 1.927789 1.507945 0.504328 -0.04 0.05 0.04 -0.001
C -4.633200 -3.175068 2.125643 -0.05 0.00 -0.01 0.000
H -1.156056 1.119977 7.111321 0.00 0.00 0.00 0.000
H -0.824299 -2.955780 1.137506 -0.01 0.03 0.03 0.000
H -2.809457 -2.533019 3.768919 0.00 0.00 0.00 0.000
C -7.169262 5.478763 2.534804 0.01 0.00 0.01 0.000
H 3.118174 3.611333 -0.791867 0.00 0.00 0.00 0.000
C -1.069211 0.907579 4.985613 -0.01 0.00 0.01 0.001
C -0.655737 -1.683645 -1.887669 0.03 0.09 -0.02 0.005
C -3.923824 -1.983245 2.030599 0.00 0.06 -0.04 0.000
Te -3.441303 0.766404 0.489596 -0.01 0.23 0.01 0.003
H -7.523454 -4.559335 1.634301 0.00 0.00 0.00 0.000
C -1.517866 -3.957754 -0.632036 0.01 0.00 0.02 -0.001
C -1.480726 1.509879 6.156667 0.00 0.00 0.01 0.000
C -5.362919 4.516840 1.079997 -0.01 0.01 0.02 0.000
H -2.616130 3.105553 7.027323 0.00 0.00 0.00 0.000
H -0.933180 -0.310776 -4.430893 0.01 0.00 -0.01 0.001
H 0.962665 1.843036 -2.961531 0.01 0.01 0.00 0.000
C -2.325872 2.553974 3.708585 -0.01 0.01 -0.01 0.001
H -3.585108 4.795734 -0.742965 0.00 0.00 0.00 0.000
C -0.958775 -2.895522 0.064948 -0.02 0.02 0.00 0.005
H 0.558821 -1.244140 -4.355679 0.00 0.00 0.00 0.001
H -3.331689 4.049791 4.861526 0.00 0.00 -0.01 0.000
C -1.649821 -3.852662 -2.000808 0.00 0.00 -0.04 0.005
C -5.574505 0.795243 3.232414 0.00 0.00 0.03 0.000
H -1.827276 -4.843485 -0.095702 0.00 -0.01 -0.01 0.000
H -5.310330 5.472132 0.571199 0.00 0.00 0.00 0.000
C -2.305806 2.630853 6.105667 0.01 -0.01 0.00 0.001
H -6.418148 -5.349640 0.524459 -0.01 0.00 0.00 0.000
C -1.510803 1.417398 3.755486 0.01 -0.06 -0.05 0.001
H -6.727497 -0.779020 -1.408050 -0.01 0.01 0.00 0.000
C -0.079161 -0.453849 -2.492368 0.00 0.01 -0.05 0.014
C -5.482742 2.064500 2.434658 0.01 -0.05 0.02 0.000
H -4.356127 -3.878624 2.902225 0.00 0.00 0.00 0.000
C -6.298484 3.130937 2.791822 -0.01 0.01 0.01 0.000
H -6.919485 -2.753212 -0.313730 0.00 0.01 0.00 0.000
H -3.845693 3.177852 -1.367654 -0.01 0.00 0.00 0.000
H -2.077178 -4.660483 -2.580197 0.00 0.00 0.01 0.000
C -1.201604 -2.696097 -2.642886 -0.02 -0.06 0.05 0.001
H -1.275705 -2.612676 -3.717467 0.01 0.02 0.00 0.000
N -1.589136 0.908148 1.283874 0.05 -0.50 0.12 -0.004
H -5.120408 -0.117981 -1.610725 -0.01 -0.03 -0.01 0.000
H -6.084414 -5.367433 2.259761 0.00 0.00 0.00 0.000
N 0.959738 1.560329 -1.991142 -0.01 -0.02 -0.04 -0.001
H -6.231472 0.570508 -0.409413 -0.01 0.01 0.00 0.000
H -6.155773 0.029445 2.715355 0.01 0.01 0.00 0.000
H -0.421501 0.041304 5.006947 0.00 0.00 0.00 0.000
C -2.718601 3.159264 4.886584 0.00 0.00 0.00 0.000
H -3.009110 -0.804005 3.591125 0.00 0.02 0.01 0.000
H 0.620762 0.509627 -4.311527 0.01 -0.01 -0.01 0.000
H -7.782358 5.215244 3.393294 0.00 0.00 0.00 0.000
H -2.541689 3.493112 -0.203960 0.00 0.00 0.01 0.000
H -6.588208 6.367971 2.782895 0.00 0.00 0.00 0.000
C -4.531613 3.493047 0.667187 0.05 -0.04 -0.02 0.000
N -0.549492 -1.774092 -0.536407 -0.06 -0.09 -0.01 0.000
H 2.483344 3.552124 -2.393753 0.00 0.00 0.00 0.000
C 0.057604 -0.354351 -3.972220 -0.03 0.00 0.03 0.002
C -5.396185 -1.345210 0.173409 0.03 -0.03 -0.03 0.000
C -5.706897 -3.479402 1.294243 0.01 -0.02 0.02 0.000
N 0.302472 0.413016 -1.622005 -0.01 -0.01 0.05 0.001
C -6.469372 -4.762118 1.442217 0.01 0.00 0.00 0.000
N 2.498268 3.171678 -1.457917 -0.01 -0.01 0.02 -0.001
```
Forces are in eV/Å.

No. 2
This record from the OMol25 dataset describes a cluster of 2 separate species, C3H10NO in total in a non-equilibrium geometry. The level of theory is ωB97M-V/def2-TZVPD.

Orbital gap = 3.47 eV
Charge = +1

Structure (XYZ):
```
15
Properties=species:S:1:pos:R:3:forces:R:3:mulliken_charge:R:1
H 2.554194 -1.263223 0.640638 0.01 0.29 -0.15 0.364
H 2.864470 0.332198 -1.517336 0.20 -0.20 0.22 0.372
H 1.686604 1.425652 -0.732924 0.23 -0.10 -0.02 0.306
H -4.246287 -0.591521 0.283886 0.43 0.57 -0.48 0.201
C 0.595388 -0.290558 0.831254 -3.58 -0.26 -0.23 -0.450
H 3.333064 1.244304 -0.084447 0.24 -0.35 0.25 0.376
H 0.302340 0.724314 1.292565 0.98 -1.33 -0.48 0.335
H -2.754877 0.097989 -0.223871 -0.07 -0.04 -0.33 0.193
N -3.734920 0.217113 -0.069878 -0.45 -0.48 1.11 -0.571
H -0.145859 -0.888076 -1.026433 0.02 -0.49 -0.40 0.324
C 2.497425 0.711789 -0.553047 -1.67 -1.21 0.65 -0.904
H -4.256528 0.848279 -0.641866 0.09 -0.05 -0.29 0.199
C 1.951084 -0.398300 0.337251 0.96 2.39 -1.48 0.346
H 0.328733 -1.128109 1.514133 0.11 0.73 -0.46 0.316
O -0.473100 -0.307398 -0.338493 2.50 0.53 2.10 -0.407
```
Forces are in eV/Å.

No. 3
This record from the OMol25 dataset describes a cluster of 10 separate species, C14H48N8O10 in total in a non-equilibrium geometry. The level of theory is ωB97M-V/def2-TZVPD.

SMILES = NC(N)=O.NC(N)=O.NC(N)=O.NC(N)=O.CCO.CCO.CCO.CCO.CO.CO
Orbital gap = 8.32 eV
Charge = 0

Structure (XYZ):
```
80
Properties=species:S:1:pos:R:3:forces:R:3:mulliken_charge:R:1
O -1.195213 -1.173087 4.774800 -0.07 -0.19 0.61 -0.621
H -1.627213 -1.810087 -2.512200 0.10 -0.52 0.32 0.361
C 1.100787 0.723913 2.724800 -1.69 0.01 -2.82 0.401
H -3.872213 0.858913 1.721800 0.43 1.39 -0.78 0.045
C -1.026213 -4.035087 2.402800 -0.65 0.27 -1.43 -0.638
H -0.981213 1.056913 -0.350200 0.06 0.39 -0.03 -0.240
C -3.755213 1.725913 -0.271200 0.66 1.66 0.55 0.985
H 1.701787 -2.684087 -2.360200 -0.08 -0.08 0.17 0.299
H -0.559213 1.409913 3.852800 -0.13 0.03 0.60 0.537
H -1.167213 -4.368087 1.372800 -0.73 -0.74 0.15 0.292
H 5.177787 -3.446087 -0.513200 -0.61 0.46 -0.34 0.273
H 0.706787 1.141913 -3.376200 -0.28 -0.47 0.71 -0.273
H 0.906787 -4.133087 2.673800 0.83 -0.81 0.48 0.230
O -3.923213 3.020913 -0.839200 -0.33 0.12 -0.71 -0.633
H 4.306787 0.281913 1.358800 -1.01 0.41 -1.97 0.251
H 1.834787 2.085913 -4.608200 -0.11 0.37 -0.94 0.373
C -2.483213 -0.736087 4.419800 -0.50 1.10 1.53 0.491
C 3.382787 -2.799087 -1.236200 -3.68 1.58 3.78 0.475
O 2.796787 -2.352087 -0.063200 2.95 -2.45 -4.63 -0.889
H -1.562213 0.256913 -4.350200 -0.67 -0.94 0.62 0.306
N 4.611787 -3.240087 -1.337200 4.14 -1.25 0.59 -0.434
H 3.193787 -0.828087 0.637800 0.65 0.89 -0.65 0.134
H 3.752787 2.611913 -1.315200 0.34 -0.80 1.29 0.285
N -0.294213 0.334913 -0.226200 0.33 3.70 -1.95 1.463
H 0.982787 4.824913 -3.633200 -1.30 -1.34 1.71 0.191
O -0.925213 3.196913 -1.377200 5.19 3.07 -2.63 -0.507
H -3.212213 -0.894087 6.494800 0.41 0.51 0.50 0.358
H -0.516213 -0.777087 4.224800 0.25 -0.01 -0.44 0.265
H 0.047787 -2.508087 0.956800 -0.28 0.03 0.19 0.420
H -2.767213 -1.104087 3.474800 -0.41 -0.58 -1.33 0.032
H -4.375213 0.989913 -0.688200 -1.51 -0.79 -0.56 0.293
H 3.142787 -3.164087 -3.243200 -0.15 0.11 0.88 0.192
C -3.438213 -1.218087 5.500800 -0.40 -1.25 -0.85 -1.488
O 1.027787 -0.621087 3.013800 -0.03 -2.08 0.61 -0.673
H -1.067213 1.011913 2.261800 0.34 -0.10 -0.33 0.192
C -1.004213 1.110913 -4.634200 -0.73 0.25 1.93 -1.092
H -0.871213 -2.763087 -3.859200 0.20 -0.46 1.29 0.345
O 0.206787 -2.817087 -1.947200 -1.43 -1.74 -2.18 -0.770
H 5.042787 -3.607087 -2.213200 -1.10 0.62 1.17 0.167
H 2.119787 4.526913 -1.539200 -1.44 -0.65 -0.31 0.247
H -4.756213 2.385913 1.605800 0.63 0.01 -0.74 0.409
H -1.361213 1.961913 -4.023200 -0.02 -0.30 -0.62 0.079
H 1.193787 -1.631087 0.256800 1.75 0.91 -0.88 0.392
C -0.703213 -0.710087 0.382800 -5.96 -1.10 3.03 -0.420
H -0.095213 2.464913 2.592800 -0.03 1.00 -0.45 0.529
H 0.670787 0.540913 -0.607200 -0.92 -0.79 0.46 -0.541
C 0.439787 0.930913 -4.404200 -0.98 0.12 1.64 0.264
H 4.730787 2.129913 0.134800 -0.72 0.27 -1.00 0.166
H -2.931213 2.432913 1.538800 -0.71 -0.27 0.05 0.072
N 1.336787 3.875913 -1.327200 4.00 0.17 3.81 -0.374
H 0.682787 -1.195087 2.293800 0.19 0.82 0.54 0.323
C -3.841213 1.887913 1.205800 -0.35 -1.54 2.29 -0.572
N 3.901787 2.027913 -0.468200 0.86 2.53 -1.22 -0.440
H -0.114213 -1.376087 -3.224200 0.02 1.14 -0.55 0.007
H -2.588213 0.346913 4.377800 0.44 0.38 -0.16 0.200
C 0.180787 3.830913 -1.929200 -6.09 -3.84 3.11 0.290
H 1.479787 0.858913 1.690800 0.11 0.16 0.46 -0.461
N 3.675787 0.106913 0.526800 1.12 -4.91 5.28 -0.172
N 2.710787 -2.887087 -2.358200 -0.45 0.47 -1.54 -0.268
H -1.162213 -4.827087 3.123800 0.12 -0.19 0.18 0.384
O 1.044787 1.904913 -5.146200 2.63 1.66 -0.85 -0.614
H 1.460787 3.514913 -0.354200 -0.78 0.23 -1.49 0.170
H -1.803213 -3.262087 2.538800 0.79 0.03 0.33 0.054
H 0.183787 -2.381087 -1.103200 -0.52 0.74 1.05 0.563
O -1.997213 -0.805087 0.933800 6.31 -0.12 -2.63 -0.723
H -4.515213 -1.028087 5.317800 0.67 0.01 -0.21 0.345
C 3.266787 0.866913 -0.389200 -5.50 0.31 -4.86 0.219
O 0.293787 -3.511087 2.334800 -0.51 0.95 0.79 -0.444
H -2.779213 1.382913 -0.493200 1.05 -0.42 -0.25 -0.829
C -0.235213 1.435913 2.824800 -0.11 -0.47 0.67 -1.527
H 0.781787 -0.046087 -4.616200 0.50 -1.29 -0.62 0.541
H -3.266213 -2.297087 5.481800 -0.44 -0.20 0.35 0.321
N 0.189787 4.314913 -3.129200 -0.14 2.90 -5.16 -0.304
O 2.193787 0.540913 -1.199200 4.98 1.62 2.83 -0.425
H -0.660213 4.444913 -3.689200 0.36 -0.59 0.94 0.260
H -1.187213 1.209913 -5.654200 -0.32 0.64 -1.84 0.431
H 1.765787 1.115913 3.412800 1.51 1.08 1.33 0.796
C -0.688213 -2.214087 -2.902200 0.58 0.68 -0.34 -0.651
N 0.235787 -1.653087 0.459800 -1.71 -2.46 1.24 -0.098
H -3.156213 3.216913 -1.391200 0.07 -0.06 0.17 0.400
```
Forces are in eV/Å.